56
Properties=species:S:1:pos:R:3:forces:R:3 method="wB97M-V/def2-TZVPD" homo_energy_ev=-7.497 max_force_ev_per_a=1.0 multiplicity=1 e_tot_ev=-33975.679 smiles="CCCCC1=CC2=CC(=O)[C@](C)(OC(=O)CC)C(=O)C2=CN1CCCCO"
H 1.184 1.225 6.159 0.1 0.0 0.0
H 3.599 0.340 -0.319 0.1 0.1 0.1
H 3.323 -2.961 1.344 0.0 0.0 -0.1
C 0.883 0.931 -0.144 -0.5 0.3 -0.5
O -0.583 -0.757 -3.055 -0.2 0.0 -0.1
C -1.782 1.529 -2.776 -0.2 0.2 -0.2
H -0.057 -0.550 -5.892 0.0 0.0 0.1
C 2.781 -1.640 -0.289 0.1 -0.1 0.4
H -3.147 2.982 -3.560 -0.1 0.0 0.0
H 1.863 -1.373 -0.819 0.0 -0.1 -0.1
N 1.082 0.403 1.081 -0.2 0.1 0.0
C -2.178 -0.553 -6.302 0.1 0.0 0.0
C -1.507 0.558 -0.056 -0.1 0.1 -0.4
C -0.391 -0.218 6.325 0.2 0.0 0.0
C 0.822 0.357 5.604 -0.2 0.1 -0.1
C 2.448 0.173 1.518 0.7 0.0 0.2
C -2.210 2.979 -3.009 0.1 -0.3 -0.2
H -2.349 3.479 -2.053 0.0 0.1 0.1
H 1.397 1.309 3.772 0.0 0.1 -0.1
C -0.337 1.034 -0.739 0.5 -0.1 0.6
C -0.982 -0.900 -5.424 -0.2 0.1 0.0
H -0.304 1.515 4.178 0.0 0.1 0.0
C -0.022 0.050 1.834 -0.5 -0.2 0.0
C -0.404 1.522 -2.113 0.3 0.2 -0.2
H 0.881 -1.178 3.345 -0.1 0.0 0.0
H 0.578 -2.601 0.858 0.0 0.0 0.0
H 3.506 -1.963 -1.037 0.0 0.0 -0.1
H -2.108 -1.077 -7.252 0.0 0.0 -0.1
C 3.355 -0.417 0.429 -0.3 -0.1 -0.1
H -1.221 0.484 6.294 -0.1 0.1 0.0
C 2.498 -2.824 0.641 0.3 0.0 -0.5
C 0.520 0.797 4.171 0.1 -0.2 0.1
C -1.263 0.135 1.290 0.1 0.0 0.1
C 0.142 -0.380 3.261 0.2 0.2 0.1
H 2.425 -0.520 2.355 0.0 0.1 0.0
C -2.929 0.802 -2.035 0.1 -0.1 -0.2
H -0.895 -1.978 -5.279 0.1 0.1 0.1
H -0.810 -0.791 3.593 0.0 -0.1 -0.1
H -1.444 3.494 -3.583 0.1 0.0 0.0
O -1.642 0.920 -4.073 -0.2 0.6 0.0
H 1.749 1.278 -0.687 0.1 -0.1 0.0
H -0.711 -1.153 5.872 -0.1 -0.1 0.0
H -3.574 0.070 -0.132 -0.1 0.0 0.1
H -2.212 0.516 -6.491 -0.1 0.0 -0.1
O -3.949 0.551 -2.658 0.1 0.1 0.0
H 2.886 1.120 1.859 -0.1 -0.1 0.1
C -2.728 0.484 -0.661 -0.1 -0.1 0.4
C -1.048 -0.260 -4.059 0.4 -0.8 -0.2
H 1.623 -0.386 5.592 0.1 0.0 0.0
H 2.404 -3.738 0.040 0.1 0.1 0.1
H -3.104 -0.841 -5.809 -0.1 0.0 0.0
O 1.348 -2.651 1.438 -0.4 0.1 0.2
H 4.291 -0.697 0.917 0.0 0.1 0.0
H -2.116 -0.150 1.886 0.0 -0.1 0.2
O 0.567 1.937 -2.717 -0.2 0.0 0.1
H -0.149 -0.415 7.366 -0.1 -0.1 0.1

---

59
Properties=species:S:1:pos:R:3:forces:R:3 method="wB97M-V/def2-TZVPD" homo_energy_ev=-11.089 max_force_ev_per_a=3.5 charge=+1 multiplicity=1 e_tot_ev=-38416.612
C 0.211 0.804 1.616 1.3 2.2 0.2
H -3.692 -0.104 1.036 -0.2 0.4 0.4
C -1.670 -0.595 -2.681 -0.1 -0.1 0.2
C -1.560 -1.088 -3.971 0.4 0.3 0.2
C 0.602 3.417 2.257 0.7 -0.5 0.0
H 0.373 -3.809 -4.330 0.0 0.0 0.1
C 1.554 -1.108 2.906 0.7 0.0 -0.5
H 0.904 0.897 0.739 -0.7 -0.7 0.7
C 1.564 -2.902 -2.791 -0.2 0.2 0.0
N -3.416 0.663 1.652 1.2 0.8 0.6
C 1.998 -5.078 -3.721 0.0 0.0 0.0
H -4.608 1.132 3.340 0.1 0.5 -0.9
C -0.353 2.263 1.814 0.0 0.5 -0.6
H 3.697 -6.123 -2.918 0.0 0.1 0.0
H 2.224 -0.797 0.741 -0.1 -0.6 0.8
H -1.108 -0.873 1.324 -0.1 0.3 -0.2
H 0.794 -1.887 3.198 0.6 0.9 -0.2
H -4.124 2.610 2.378 0.5 -1.1 -0.1
H 1.782 -2.505 1.214 0.7 1.0 0.2
C 3.442 -4.196 -2.006 0.2 0.0 0.2
C 2.665 -3.052 -1.970 -0.2 -0.6 -0.5
H 0.739 6.607 2.172 0.1 -1.1 0.2
H 1.738 -5.875 -4.409 0.0 0.1 0.0
H 1.237 3.174 3.156 -0.8 0.0 -0.7
F 2.982 -2.056 -1.117 0.1 0.1 0.0
H -6.467 1.684 2.080 0.2 0.0 -0.4
N -1.533 1.912 2.653 -2.0 -0.9 -1.7
C -2.137 0.883 1.854 3.4 0.1 0.8
H -2.129 2.704 2.899 0.1 -0.3 -0.1
N -5.661 1.409 1.525 0.9 -0.2 0.4
C -4.425 1.531 2.308 -1.7 -0.2 0.2
C 0.491 0.107 -4.290 -0.2 0.0 0.1
H 4.301 -4.283 -1.353 0.0 0.0 0.0
C 2.262 -1.549 1.567 -0.1 -0.1 0.5
H -0.823 2.609 0.851 0.9 -0.2 0.5
H 1.330 0.384 -4.916 -0.1 -0.1 0.0
C 0.967 0.356 2.925 -0.7 -0.8 0.6
H 1.789 1.070 3.219 -0.7 -0.8 -0.8
H 1.983 5.286 2.542 -1.0 0.3 -0.1
C 0.394 0.605 -2.996 0.1 0.1 0.1
C -0.682 0.252 -2.189 0.1 0.0 -0.3
F -2.507 -1.909 -4.443 0.0 0.0 0.0
N -1.058 0.143 1.256 -1.8 0.9 1.4
H 0.231 0.402 3.784 0.8 0.0 -0.9
H 1.161 1.268 -2.613 0.0 0.0 0.0
C -0.488 -0.749 -4.780 0.0 0.0 -0.2
H -5.586 1.935 0.656 -0.3 0.0 0.4
F 2.543 -1.157 3.934 -0.9 0.2 -0.6
H 3.355 -1.715 1.790 -1.2 0.0 -0.2
C 1.230 -3.920 -3.676 0.2 -0.2 0.1
H -0.423 -1.154 -5.782 -0.1 0.0 0.0
H 0.902 5.936 3.833 0.0 -0.4 -1.1
H -0.751 0.637 -1.180 -0.1 0.0 -0.1
H -2.520 -0.875 -2.071 0.0 0.0 -0.1
H 0.974 -1.996 -2.734 0.0 0.0 0.0
H 1.327 3.574 1.398 -0.7 -0.5 0.7
O -0.073 4.659 2.467 1.0 -0.5 -0.2
C 0.946 5.661 2.737 -0.1 0.9 1.1
C 3.102 -5.219 -2.885 -0.2 0.2 -0.1

---

71
Properties=species:S:1:pos:R:3:forces:R:3 method="wB97M-V/def2-TZVPD" homo_energy_ev="-8.330 / -9.538" max_force_ev_per_a=0.7 multiplicity=2 e_tot_ev=-70830.879 s2=0.754
H 0.451 -1.284 -3.678 0.1 -0.1 0.0
C -0.168 -1.560 -2.827 -0.2 0.0 -0.1
O 3.977 5.705 -1.594 0.2 0.0 -0.1
F 4.098 4.180 0.063 -0.1 0.0 0.0
C 5.001 -0.115 1.286 0.0 0.0 0.0
C 6.273 1.347 2.431 0.0 -0.1 -0.2
H 0.463 1.446 -3.399 0.0 0.0 0.0
O 6.226 1.810 1.158 0.0 0.0 -0.1
H 1.012 -3.376 -0.812 0.0 -0.1 0.0
F -4.449 -2.512 0.837 0.0 0.0 0.0
H 2.445 2.420 -2.296 0.2 0.0 0.0
O 2.316 -0.219 -2.589 0.4 0.0 0.1
C 0.979 1.188 -1.318 0.1 0.3 0.3
C 2.186 2.133 -1.279 -0.2 -0.3 -0.4
H 5.673 5.236 -0.543 0.0 -0.1 0.1
N 1.115 -0.560 1.555 0.0 0.0 -0.2
C 0.034 1.672 -2.423 0.1 -0.2 -0.1
H -7.966 -2.860 4.273 0.0 -0.1 -0.1
C -7.630 -2.584 1.171 0.1 0.1 0.1
O 4.091 7.590 -0.417 0.0 0.0 0.0
H 3.036 1.619 -0.837 0.0 0.1 0.2
F -9.279 -0.427 3.137 0.1 0.1 0.0
H 3.272 6.335 1.009 0.0 -0.1 0.0
H 4.985 6.768 1.265 0.1 0.1 -0.1
H 6.610 0.234 -0.125 0.0 -0.1 0.1
F 5.063 -1.431 0.967 0.1 0.0 0.0
H -0.433 -2.177 0.189 -0.1 0.0 0.0
H -5.054 -3.383 -0.859 -0.1 0.1 0.1
O -1.551 -4.828 -1.572 0.2 0.1 -0.1
H 2.429 -2.283 -0.762 0.0 -0.1 0.2
C 0.258 1.202 0.045 -0.1 0.1 0.2
H 1.934 3.025 -0.714 0.0 0.1 0.1
N 1.490 -0.166 -1.623 -0.6 0.1 -0.4
C 4.601 5.359 -0.376 0.0 0.1 0.0
H -0.690 1.717 -0.087 0.0 0.1 -0.1
O -7.242 -2.951 0.115 0.0 -0.1 -0.1
O -7.184 -3.046 2.360 0.0 0.0 0.1
H -5.161 -5.393 0.552 0.0 -0.1 -0.1
O 5.697 0.113 2.496 -0.1 0.1 0.1
H 0.748 -0.999 2.388 0.1 -0.1 0.1
H 5.127 1.147 -0.486 0.1 0.2 0.1
O 6.734 1.931 3.349 0.1 0.0 0.1
C -2.510 -4.596 -0.917 -0.1 0.1 0.2
H -1.090 -0.980 -2.861 0.0 0.1 0.0
C 4.231 6.523 0.524 0.0 0.0 0.0
C 5.758 0.759 0.308 -0.1 0.0 -0.2
O 3.558 7.683 -2.605 -0.1 0.0 -0.1
H -1.385 -1.032 -0.703 0.0 0.1 -0.1
C -4.214 -4.864 0.540 -0.1 0.0 0.1
C -0.379 -1.223 -0.334 -0.1 0.0 0.0
C -7.752 -2.247 3.403 0.0 0.0 0.0
C 0.001 -0.161 0.681 0.1 0.0 0.2
H -0.438 -2.610 -2.922 -0.1 -0.1 0.0
C 3.841 7.064 -1.640 0.0 -0.1 0.2
H -9.882 -2.295 2.816 -0.1 0.1 0.1
I -1.726 0.118 1.997 0.0 -0.1 0.1
O -3.274 -5.528 -0.309 0.0 -0.1 0.0
H -0.952 1.215 -2.362 0.0 0.0 0.0
C -8.986 -1.679 2.724 0.1 -0.1 -0.1
H -7.060 -1.446 3.665 0.0 0.0 0.0
O -3.001 -3.350 -0.668 -0.1 -0.1 -0.2
C 0.607 -1.359 -1.521 0.1 -0.4 0.3
H 1.891 -2.934 -2.283 0.0 0.0 0.0
H -3.804 -4.797 1.548 0.0 0.1 0.0
H 0.836 1.775 0.768 0.0 0.0 0.0
O -8.592 -1.646 1.364 -0.2 -0.1 0.0
H 3.952 0.161 1.417 0.0 -0.1 0.0
H -0.068 2.754 -2.344 -0.1 0.0 0.0
H 1.676 -1.265 1.086 0.0 0.0 -0.1
C 1.537 -2.572 -1.320 0.2 0.3 -0.2
C -4.294 -3.487 -0.088 0.3 0.0 0.1